No. 1
The following is a DFT calculation (ωB97M-V/def2-TZVPD) of 2 unconnected molecules or ions with the total composition C5H8O2.

The geometry in XYZ format:
```
15
Properties=species:S:1:pos:R:3:mulliken_charge:R:1
H 2.33 -1.42 0.76 0.2886
O 1.37 0.43 -1.50 -0.5157
H 1.90 1.04 1.60 0.3941
H 0.51 -1.65 0.86 0.1925
H -0.35 -0.50 -2.34 -0.0449
H -0.87 1.95 -0.10 0.3769
C 1.28 0.09 -0.36 0.5505
C -1.89 0.09 -0.02 -0.8245
H -2.53 0.31 -0.86 0.4066
C 1.13 0.50 1.06 -0.0977
H -1.97 -0.89 0.44 0.2621
O -0.18 0.79 1.48 -0.3882
C -1.02 1.00 0.40 -0.0272
H -1.03 -0.69 -2.13 0.0496
C 1.34 -0.98 0.64 -0.6227
```

Highest occupied orbital energy: -9.452 eV
Kohn-Sham gap: 9.975 eV
SMILES: C=CO[C@H]1CC1=O.[H][H]
Strongest force on any atom: 0.7 eV/A
Multiplicity: 1
Calculated total energy: -9405.2417 eV
Energy relative to the best compared isomer or geometry (same formula, charge and spin): 442.9 kJ/mol



No. 2
The following is a DFT calculation (ωB97M-V/def2-TZVPD) of 2 unconnected molecules or ions with the total composition C18H33BO6PS at a distorted geometry.

The geometry in XYZ format:
```
60
Properties=species:S:1:pos:R:3:mulliken_charge:R:1
H -1.54 -1.54 1.03 0.2144
H 0.86 -1.09 5.42 0.3468
H 0.70 -0.22 0.23 -0.2810
H 1.34 1.57 -4.27 0.3036
H 0.97 2.61 -2.04 0.3413
H 0.54 3.56 0.21 0.3651
P 0.95 -2.25 3.55 0.9075
H 3.30 -1.41 1.36 0.3869
C 2.05 -2.49 -1.88 -0.6480
C -0.64 0.02 2.43 0.5813
C 2.49 -1.25 -2.75 -0.7450
H -0.23 1.74 3.83 0.2405
C 1.12 -1.09 0.82 -0.2886
B 0.86 -0.69 2.41 0.3797
O 2.58 -2.72 3.58 -0.5901
H 3.44 -0.76 -2.42 0.3959
H 3.19 0.71 2.24 0.0512
H 2.40 3.29 -2.90 0.3473
C -3.06 -0.04 1.52 -0.5224
H 1.64 3.19 1.67 0.3350
H -6.49 1.19 -2.78 0.2837
H -6.28 -1.31 -2.62 0.3767
H 0.93 -2.52 -1.81 0.2705
O -4.50 0.68 -2.87 -0.5006
H 0.55 -0.54 -3.58 0.4814
S 2.13 0.56 3.10 -0.3841
H -5.38 -1.14 -1.12 0.2470
H -4.64 0.13 -3.65 0.2857
C -3.33 1.19 2.27 -0.3508
C 1.99 1.21 -3.42 -0.9576
C -2.31 1.79 3.10 -0.6032
H 3.82 -2.93 -0.59 0.3696
C 1.35 -0.14 -2.89 -0.0096
O 3.37 4.13 -0.24 -0.5731
C -5.73 0.72 -2.15 -0.2484
C 2.67 3.16 -0.33 0.6021
H 0.51 -2.02 0.64 0.2686
H -2.54 2.73 3.65 0.2825
H -4.36 1.63 2.17 0.2929
O 0.14 -3.37 2.95 -0.7667
H 2.65 -1.63 -3.80 0.2936
C -1.70 -0.60 1.62 -0.1503
H -7.09 -0.65 -1.18 0.2997
H 3.10 -2.03 4.04 0.3294
O 0.50 -1.95 5.13 -0.6153
C -0.98 1.22 3.18 -0.6109
O 2.90 2.13 -1.26 -0.2362
H 2.22 -3.46 0.06 0.3428
H 2.98 -0.48 -0.16 0.0867
H -3.85 -0.49 0.89 0.2337
C 1.41 2.96 0.60 -0.5738
C 2.64 -1.36 0.46 -0.1717
H -5.57 1.35 -1.27 0.2619
H 2.34 -3.42 -2.46 0.4425
H 0.85 0.08 -1.92 -0.1495
H 3.05 1.05 -3.75 0.3742
H 1.10 1.89 0.55 0.0272
C 2.01 2.37 -2.37 -0.5168
C 2.74 -2.62 -0.47 -1.1525
C -6.15 -0.67 -1.74 -1.0025
```

Highest occupied orbital energy: -5.062 eV
Net charge: -1
Kohn-Sham gap: 7.526 eV
Strongest force on any atom: 3.1 eV/A
Multiplicity: 1
Calculated total energy: -52290.4688 eV



No. 3
The following is a DFT calculation (ωB97M-V/def2-TZVPD) of a single C6H11P molecule at a distorted geometry.

The geometry in XYZ format:
```
18
Properties=species:S:1:pos:R:3:mulliken_charge:R:1
H -1.45 2.98 -2.30 0.2671
H 0.88 -2.82 0.12 0.3133
H 1.41 -2.49 1.86 0.2552
C 1.44 -2.15 0.82 -0.0449
C -2.38 1.85 -0.49 -0.2146
P -0.57 -0.24 0.24 -0.0594
C -1.85 0.97 0.65 -0.5493
H -2.52 0.48 1.27 0.4187
C -1.17 2.33 -1.32 -0.9278
H 3.04 -1.74 -0.63 0.3321
H 3.42 -1.40 1.01 0.3120
H -3.19 1.38 -1.04 0.2731
H -2.86 2.61 0.17 0.2253
H -0.59 1.38 -1.55 0.2662
H 3.22 -3.16 0.54 0.3207
H -0.53 3.01 -0.74 0.3040
C 2.91 -2.13 0.38 -1.1184
C 0.77 -0.86 1.01 -0.3731
```

Highest occupied orbital energy (alpha / beta): -7.800 / -7.810 eV
Kohn-Sham gap (alpha / beta): 7.290 / 7.238 eV
SMILES: CCC#P=CCC
Strongest force on any atom: 3.5 eV/A
Multiplicity: 1
Calculated total energy: -15683.4146 eV
Energy relative to the best compared isomer or geometry (same formula, charge and spin): 427.3 kJ/mol



No. 4
The following is a DFT calculation (ωB97M-V/def2-TZVPD) of 2 unconnected molecules or ions with the total composition C7H7Br2O4 at a distorted geometry.

The geometry in XYZ format:
```
20
Properties=species:S:1:pos:R:3:mulliken_charge:R:1
Br -2.79 2.55 -0.55 -0.7261
C 1.28 -1.16 -1.93 -0.0905
O -1.90 -2.53 1.85 -0.6375
O 0.28 1.61 -1.08 -0.5663
H -2.00 0.25 -1.49 0.4877
C 1.34 -1.11 -0.47 -0.3890
C -1.50 0.05 -0.50 -0.6180
H -0.40 2.30 -1.30 0.3476
Br -3.44 -1.95 -0.55 -0.1724
C -2.09 -0.92 0.19 0.4998
H 0.66 -0.34 -2.32 0.3731
H -0.93 -1.05 3.06 0.3204
C 0.65 -0.30 0.33 -0.1357
C -0.23 0.74 -0.09 -0.2347
H 1.16 -0.16 1.36 0.2264
H 2.11 -1.62 0.08 0.3532
C -1.79 -1.35 1.51 0.3905
O -1.28 -0.44 2.39 -0.4059
H -0.55 1.36 0.73 0.5220
O 1.78 -1.89 -2.77 -0.5446
```

Highest occupied orbital energy: -4.651 eV
Net charge: -1
Kohn-Sham gap: 7.131 eV
Strongest force on any atom: 4.7 eV/A
Multiplicity: 1
Calculated total energy: -155647.8838 eV
Energy relative to the best compared isomer or geometry (same formula, charge and spin): 0.0 kJ/mol



No. 5
The following is a DFT calculation (ωB97M-V/def2-TZVPD) of a single C4H4N2O2 molecule at a distorted geometry.

The geometry in XYZ format:
```
12
Properties=species:S:1:pos:R:3:mulliken_charge:R:1
H 1.20 2.39 -0.22 0.4069
H -2.02 -1.90 0.28 0.2657
O 2.70 -1.33 -0.06 -0.5427
C 1.65 -0.80 0.02 0.4895
H -1.15 1.74 -0.10 0.2544
C 0.87 1.38 -0.03 -0.1628
O 1.89 0.55 0.09 -0.3170
N 0.38 -1.28 0.04 -0.6141
C -0.62 -0.43 0.04 0.8499
H -2.65 -0.31 -0.07 0.2299
C -0.38 0.97 0.07 -0.4342
N -1.86 -0.97 -0.06 -0.4255
```

Highest occupied orbital energy: -9.572 eV
Kohn-Sham gap: 9.980 eV
SMILES: Nc1ccoc(=O)n1
Strongest force on any atom: 3.5 eV/A
Multiplicity: 1
Calculated total energy: -11287.6869 eV
Energy relative to the best compared isomer or geometry (same formula, charge and spin): 82.3 kJ/mol



No. 6
The following is a DFT calculation (ωB97M-V/def2-TZVPD) of a molecular structure, C4H6O2 at a distorted geometry.

The geometry in XYZ format:
```
12
Properties=species:S:1:pos:R:3:mulliken_charge:R:1
C -0.47 0.83 -0.37 -0.1096
H 1.63 0.14 1.38 0.2234
H -0.39 -2.14 -1.07 0.3345
C 1.28 0.31 0.36 -0.3998
H -1.00 1.17 -1.26 0.3966
C -1.10 -0.22 0.59 -0.8022
C 0.10 -0.51 -0.21 0.4950
H 2.09 0.34 -0.37 0.2813
H -2.03 0.14 0.18 0.3606
H -1.00 -0.10 1.67 0.1930
O 0.34 -1.51 -1.13 -0.5555
O 0.56 1.56 0.23 -0.4172
```

Highest occupied orbital energy: -8.945 eV
Kohn-Sham gap: 9.881 eV
Strongest force on any atom: 2.1 eV/A
Multiplicity: 1
Calculated total energy: -8336.5165 eV
Energy relative to the best compared isomer or geometry (same formula, charge and spin): 380.6 kJ/mol